Record 1
C35H34N9O2SiSn | wB97M-V/def2-TZVPD

Structure (XYZ):
```
82
Properties=species:S:1:pos:R:3:forces:R:3
Sn 0.251 0.118 2.799 0.246 -0.142 -0.030
C 3.686 -3.784 -1.713 0.041 -0.012 0.027
N 3.170 -2.782 -0.798 -0.005 0.003 -0.135
C 1.974 -2.675 -0.208 0.039 -0.121 0.246
N 1.934 -1.583 0.540 -0.280 0.213 -0.282
C 3.156 -1.028 0.312 0.169 -0.064 0.341
N 3.938 -1.725 -0.473 -0.057 0.098 -0.147
C 3.474 -3.439 -3.172 -0.058 0.156 0.026
C 3.793 -4.395 -4.151 0.052 -0.017 -0.004
C 3.650 -4.133 -5.509 -0.001 -0.028 -0.034
C 3.164 -2.913 -5.925 -0.005 0.005 -0.037
C 2.824 -1.949 -4.952 -0.033 0.071 0.050
C 3.000 -2.215 -3.574 -0.034 -0.121 0.014
C 2.258 -0.729 -5.370 0.047 -0.007 0.122
N 1.991 -0.331 -6.624 0.015 -0.110 -0.080
N 1.408 0.839 -6.555 -0.026 0.097 -0.042
C 1.321 1.172 -5.260 -0.041 -0.063 0.082
O 1.854 0.211 -4.481 -0.002 0.012 -0.046
C 0.725 2.339 -4.706 0.078 0.035 0.059
C 0.099 3.250 -5.574 -0.007 -0.040 -0.011
C -0.503 4.374 -5.048 -0.009 0.009 -0.022
C -0.470 4.598 -3.677 0.008 0.019 0.012
C 0.174 3.712 -2.808 -0.024 -0.052 -0.044
C 0.256 4.050 -1.340 0.104 0.056 0.043
N -0.220 2.981 -0.459 -0.049 0.019 0.076
C 0.450 2.292 0.451 0.092 -0.094 -0.156
N -0.386 1.464 1.075 0.044 0.191 0.048
C -1.596 1.736 0.499 -0.037 -0.144 -0.086
N -1.525 2.637 -0.439 -0.044 0.019 0.008
C 0.770 2.579 -3.322 -0.066 0.004 -0.025
H 3.232 -4.745 -1.473 -0.033 0.015 -0.018
H 4.753 -3.861 -1.504 -0.005 -0.051 -0.017
H 1.193 -3.412 -0.311 -0.035 -0.008 0.008
H 3.508 -0.125 0.785 -0.026 0.040 0.003
H 4.168 -5.364 -3.843 0.009 -0.010 0.011
H 3.913 -4.890 -6.233 0.005 0.002 -0.008
H 3.028 -2.687 -6.974 0.005 0.004 -0.004
H 2.751 -1.452 -2.850 0.013 0.027 0.018
H 0.086 3.054 -6.638 0.006 -0.001 -0.006
H -1.000 5.079 -5.698 0.002 0.005 -0.005
H -0.948 5.483 -3.277 -0.003 0.008 0.005
H -0.338 4.935 -1.117 0.002 -0.008 -0.007
H 1.286 4.254 -1.043 -0.004 0.013 -0.014
H 1.506 2.406 0.635 0.040 -0.017 0.010
H -2.517 1.252 0.776 -0.041 -0.010 0.014
H 1.274 1.872 -2.673 0.020 0.000 -0.002
C -1.986 3.196 6.115 -0.016 0.025 -0.015
Si -0.743 2.266 5.115 0.010 -0.067 0.069
C 0.182 3.385 3.942 0.016 -0.005 -0.022
C 0.421 1.296 6.191 -0.002 -0.001 -0.001
N -1.396 0.992 3.969 -0.061 0.097 -0.002
C -2.615 0.499 3.798 -0.049 -0.033 0.024
C -3.799 0.992 4.437 -0.031 -0.016 0.015
C -5.014 0.411 4.214 0.018 -0.016 -0.013
C -5.129 -0.689 3.349 0.006 0.019 0.017
C -4.010 -1.210 2.691 -0.011 -0.009 0.018
C -2.797 -0.623 2.911 -0.024 0.031 -0.028
O -1.627 -1.048 2.298 0.027 -0.046 -0.039
C -1.650 -2.277 1.560 -0.022 -0.017 0.022
C -1.449 -3.454 2.250 0.010 0.041 -0.018
C -1.487 -4.640 1.529 0.005 -0.005 -0.009
C -1.733 -4.617 0.161 0.015 -0.004 0.008
C -1.931 -3.412 -0.500 0.018 0.017 -0.014
C -1.887 -2.214 0.203 0.013 -0.015 0.006
H -1.412 3.881 6.747 -0.003 0.012 0.002
H -2.562 2.562 6.790 0.012 0.005 0.013
H -2.665 3.809 5.521 -0.019 -0.012 -0.006
H 0.641 4.195 4.513 0.011 0.006 0.003
H -0.479 3.837 3.201 -0.013 0.009 -0.009
H 1.005 2.884 3.420 0.017 0.009 0.011
H 0.843 1.968 6.942 0.008 0.013 0.011
H 1.270 0.857 5.660 -0.015 -0.008 -0.016
H -0.096 0.499 6.728 -0.007 -0.005 0.005
H -3.714 1.839 5.099 0.003 0.003 0.000
H -5.896 0.797 4.707 -0.012 0.002 0.002
H -6.095 -1.146 3.184 -0.004 -0.005 0.000
H -4.107 -2.061 2.032 -0.005 -0.002 0.000
H -1.285 -3.451 3.320 0.006 0.002 0.005
H -1.340 -5.581 2.040 -0.002 -0.008 0.009
H -1.783 -5.547 -0.389 -0.006 -0.011 -0.008
H -2.137 -3.402 -1.562 -0.002 0.001 -0.006
H -2.052 -1.264 -0.289 -0.003 -0.005 0.001
```
Forces are in eV/Å.

## Properties
E_HOMO (spin up / spin down) ... -16.09 / -16.16 eV
HOMO-LUMO gap (spin up / spin down) ... 6.26 / 5.31 eV
Net charge ... +3
Molecular weight ... 759.52 g mol⁻¹

***

Record 2
C35H35Br2N3O7Sn | wB97M-V/def2-TZVPD

Structure (XYZ):
```
83
Properties=species:S:1:pos:R:3:forces:R:3
Sn -0.401 0.400 1.832 0.444 -0.274 0.351
O -4.624 -0.587 4.381 0.212 -0.044 -0.047
C -3.328 -0.271 4.177 -0.320 0.382 0.259
O -2.564 -0.930 3.543 -0.024 -0.578 -0.253
C -2.948 1.033 4.810 -0.108 -0.050 0.053
C -3.731 1.648 5.778 0.061 0.118 -0.038
C -3.298 2.868 6.268 0.091 0.037 -0.053
C -2.133 3.421 5.754 -0.042 0.026 0.060
C -1.431 2.719 4.778 0.189 0.209 0.035
N -1.826 1.541 4.336 0.080 0.015 0.164
C -0.190 3.262 4.084 -0.262 0.242 0.566
O 0.464 4.272 4.709 -0.099 -0.236 -0.226
O 0.201 2.852 3.034 -0.002 0.225 0.036
H -4.782 -1.413 3.900 -0.030 -0.032 0.035
H -4.648 1.190 6.118 0.007 -0.009 -0.008
H -3.867 3.391 7.026 0.024 0.004 -0.029
H -1.810 4.394 6.103 -0.032 -0.001 -0.028
H 0.082 4.450 5.575 -0.005 -0.042 0.029
C -1.789 -4.954 -3.845 -0.071 0.041 0.018
C -0.303 -4.691 -3.607 0.030 0.005 0.026
C 0.362 -6.020 -3.221 0.023 -0.010 0.026
C 0.314 -4.178 -4.915 0.011 0.006 -0.057
C -0.075 -3.663 -2.499 0.053 -0.050 0.001
C -1.102 -3.049 -1.803 0.029 0.001 -0.012
C -0.786 -2.149 -0.804 0.063 0.195 0.151
Br -2.227 -1.365 0.149 -0.367 -0.071 0.001
C 0.507 -1.762 -0.410 0.194 -0.142 -0.175
O 0.729 -0.905 0.568 -0.230 -0.111 -0.458
C 1.556 -2.394 -1.137 0.015 0.060 0.016
C 1.219 -3.307 -2.130 0.053 -0.027 -0.044
C 3.067 -2.166 -0.922 -0.055 -0.007 -0.011
C 3.693 -1.685 -2.243 0.000 0.018 -0.024
C 3.438 -1.129 0.139 -0.021 -0.036 0.022
C 3.714 -3.496 -0.508 0.030 -0.041 0.012
H -1.904 -5.711 -4.625 -0.008 0.028 0.014
H -2.310 -4.051 -4.174 0.022 -0.046 0.022
H -2.281 -5.326 -2.942 0.026 0.007 -0.048
H 0.172 -6.779 -3.986 0.018 0.040 0.025
H -0.030 -6.384 -2.268 0.005 0.004 -0.047
H 1.444 -5.911 -3.118 -0.048 -0.005 0.006
H 0.128 -4.886 -5.728 0.019 0.024 0.035
H 1.395 -4.050 -4.821 -0.049 0.007 -0.004
H -0.116 -3.212 -5.191 0.011 -0.044 0.005
H -2.142 -3.254 -2.017 0.059 0.008 0.031
H 2.036 -3.781 -2.663 -0.035 0.016 0.018
H 3.224 -0.751 -2.567 0.025 -0.036 0.014
H 3.580 -2.414 -3.047 0.002 0.031 0.022
H 4.763 -1.502 -2.103 -0.036 -0.010 -0.007
H 3.029 -0.152 -0.106 0.039 -0.076 -0.039
H 4.530 -1.053 0.169 -0.029 0.004 0.022
H 3.080 -1.407 1.130 0.003 -0.001 -0.040
H 3.585 -4.270 -1.267 0.006 0.022 0.037
H 3.273 -3.860 0.423 0.021 0.012 -0.030
H 4.787 -3.356 -0.348 -0.031 -0.008 -0.006
C 3.392 3.420 -1.562 -0.021 -0.064 0.057
C 3.277 2.681 -0.255 -0.066 0.099 -0.102
C 4.362 2.463 0.581 0.181 0.016 0.016
C 4.196 1.801 1.784 0.064 0.030 0.019
C 2.924 1.376 2.114 -0.243 0.124 -0.179
Br 2.663 0.486 3.771 -0.029 0.001 -0.052
N 1.874 1.551 1.333 0.135 0.145 -0.170
C 2.051 2.191 0.168 -0.009 -0.185 0.313
H 4.433 3.520 -1.868 -0.012 -0.017 0.003
H 2.969 4.423 -1.476 0.015 -0.014 0.013
H 2.845 2.904 -2.352 0.016 -0.004 0.023
H 5.350 2.802 0.287 -0.046 -0.004 0.026
H 5.025 1.611 2.450 0.005 0.007 0.003
H 1.176 2.277 -0.462 -0.057 -0.015 -0.004
O -3.079 2.751 2.219 -0.094 0.069 0.151
C -2.676 2.669 1.079 0.184 -0.126 -0.382
N -1.611 1.902 0.631 0.098 0.189 -0.314
C -1.483 2.036 -0.740 -0.083 0.049 0.023
O -0.629 1.505 -1.423 -0.092 0.028 0.055
C -2.564 2.961 -1.225 0.102 -0.118 -0.016
C -2.893 3.389 -2.492 -0.008 0.050 -0.094
C -3.977 4.256 -2.613 0.000 -0.010 0.065
C -4.692 4.670 -1.490 0.048 -0.033 -0.011
C -4.348 4.224 -0.215 -0.092 0.090 -0.003
C -3.277 3.364 -0.115 0.041 -0.082 0.125
H -2.329 3.058 -3.356 -0.018 0.004 0.026
H -4.273 4.611 -3.592 0.002 0.006 0.018
H -5.530 5.346 -1.613 0.013 -0.010 -0.009
H -4.897 4.537 0.664 0.008 -0.025 -0.031
```
Forces are in eV/Å.

## Properties
E_HOMO ... -7.09 eV
Relative energy (zero: lowest compared OMol25 entry of this formula, charge and spin) ... 12.1 kcal per mole
HOMO-LUMO gap ... 6.82 eV
Molecular weight ... 888.20 g mol⁻¹

***

Record 3
C35H35CdNO8P2 | wB97M-V/def2-TZVPD

Structure (XYZ):
```
82
Properties=species:S:1:pos:R:3:forces:R:3
Cd 0.102 -0.453 -0.224 0.615 0.105 0.187
C 1.722 -3.425 0.638 0.002 -0.042 0.141
O 1.957 -2.024 0.817 -0.022 -0.095 -0.049
C 3.307 -1.708 0.564 0.018 -0.036 -0.055
C 3.473 -0.220 0.696 0.137 0.081 0.133
O 2.696 0.487 -0.253 -0.182 -0.038 -0.062
C 3.277 0.661 -1.528 0.027 0.143 0.009
C 2.171 1.128 -2.451 0.107 0.063 -0.113
O 1.066 0.238 -2.486 0.178 0.010 0.055
C 1.272 -0.842 -3.404 -0.094 -0.070 -0.006
H 2.377 -3.993 1.306 0.004 0.025 0.011
H 0.685 -3.620 0.880 -0.052 0.015 -0.003
H 1.899 -3.716 -0.398 -0.021 0.013 -0.020
H 3.961 -2.209 1.288 0.000 -0.019 -0.008
H 3.592 -2.053 -0.439 0.003 -0.009 -0.004
H 3.108 0.089 1.678 0.040 0.029 -0.025
H 4.531 0.058 0.623 -0.020 0.029 -0.035
H 4.044 1.444 -1.473 0.066 -0.065 -0.086
H 3.749 -0.258 -1.892 -0.062 -0.060 0.045
H 1.798 2.092 -2.099 0.010 -0.066 -0.006
H 2.570 1.263 -3.462 -0.012 0.052 0.028
H 1.441 -0.442 -4.407 -0.018 0.020 0.024
H 2.125 -1.458 -3.107 -0.010 0.008 0.024
H 0.382 -1.462 -3.385 -0.010 0.015 0.055
O -4.550 -4.352 -1.297 0.012 0.028 0.007
C -3.656 -3.553 -1.215 0.018 -0.017 0.004
C -2.180 -3.810 -1.503 0.028 0.009 -0.020
O -1.691 -4.840 -1.919 -0.033 0.019 0.060
C -1.500 -2.564 -1.154 0.139 -0.017 -0.062
C -2.412 -1.566 -0.798 -0.017 0.087 0.073
O -2.044 -0.368 -0.476 -0.293 -0.017 0.003
C -3.775 -2.104 -0.747 0.153 -0.053 -0.108
O -4.787 -1.556 -0.370 -0.104 0.039 0.006
O -0.214 -2.366 -1.154 -0.139 -0.141 -0.103
N -0.571 1.217 2.846 0.001 0.260 -0.233
P 0.362 1.558 1.467 -0.474 0.074 0.133
C 1.803 2.393 2.210 -0.009 -0.178 -0.082
C 2.522 3.323 1.460 -0.015 -0.032 -0.028
C 3.594 3.995 2.022 0.014 -0.018 0.007
C 3.962 3.741 3.338 0.006 0.010 -0.023
C 3.266 2.802 4.082 -0.006 -0.030 0.006
C 2.192 2.123 3.519 0.019 -0.019 -0.011
C -0.444 2.936 0.584 0.116 -0.003 -0.032
C -0.985 4.017 1.276 0.037 0.063 -0.013
C -1.600 5.048 0.588 -0.008 -0.012 0.010
C -1.668 5.014 -0.801 -0.004 -0.017 -0.001
C -1.132 3.943 -1.496 0.009 0.011 0.005
C -0.528 2.902 -0.803 -0.071 -0.054 0.063
P -2.230 0.679 2.483 -0.187 -0.112 0.043
C -2.951 1.129 4.109 0.053 0.012 -0.008
C -4.115 1.890 4.104 0.042 0.003 0.021
C -4.721 2.254 5.301 0.011 -0.002 -0.008
C -4.158 1.865 6.506 0.000 0.003 -0.009
C -2.993 1.106 6.518 0.012 -0.011 0.008
C -2.395 0.734 5.326 -0.025 0.006 0.022
C -2.027 -1.125 2.719 0.030 0.089 -0.002
C -3.139 -1.909 2.417 -0.016 0.060 0.016
C -3.097 -3.281 2.597 0.009 -0.034 0.016
C -1.940 -3.884 3.074 -0.012 -0.004 -0.029
C -0.825 -3.111 3.360 0.037 0.018 -0.054
C -0.863 -1.734 3.174 0.059 -0.009 0.061
H -0.617 2.005 3.489 0.090 -0.097 0.066
H 2.231 3.529 0.437 -0.020 0.041 0.011
H 4.137 4.726 1.438 0.005 0.004 -0.002
H 4.789 4.279 3.782 0.014 -0.010 -0.002
H 3.555 2.596 5.104 -0.007 -0.004 0.004
H 1.655 1.383 4.099 -0.027 0.010 0.024
H -0.931 4.063 2.359 0.005 -0.032 0.005
H -2.031 5.876 1.134 0.001 0.015 -0.010
H -2.155 5.817 -1.337 0.003 0.012 0.000
H -1.197 3.906 -2.576 -0.018 -0.011 -0.013
H -0.147 2.049 -1.354 -0.104 0.029 0.009
H -4.548 2.192 3.158 -0.013 -0.004 -0.005
H -5.632 2.838 5.290 -0.004 0.007 0.002
H -4.628 2.147 7.439 -0.006 -0.002 0.007
H -2.560 0.793 7.459 0.000 0.004 0.010
H -1.501 0.121 5.334 -0.003 -0.012 -0.002
H -4.037 -1.442 2.027 -0.003 -0.018 -0.044
H -3.963 -3.882 2.352 -0.022 -0.005 -0.019
H -1.906 -4.957 3.211 0.004 -0.010 -0.001
H 0.080 -3.577 3.728 0.023 -0.021 -0.003
H 0.008 -1.130 3.403 -0.013 -0.018 -0.012
```
Forces are in eV/Å.

## Properties
E_HOMO ... -6.76 eV
HOMO-LUMO gap ... 6.79 eV
Molecular weight ... 772.02 g mol⁻¹